Record 1
Molecular formula: C38H68O18
Method: DFT, the ωB97M-V functional and the def2-TZVPD basis

For the LUMO energy, the calculation gives 0.01944 Eh. The strongest force on any atom comes out at 4.631 eV/A. Its SMILES is CCOC(C)=O.CCOC(C)=O.CCOC(C)=O.CCOC(C)=O.O=C1CCCO1.O=C1CCCO1.O=C1CCCO1.O=C1CCCO1.CC(C)=O.CC(C)=O. The value obtained for the HOMO energy is -9.7 eV. Its HOMO-LUMO gap is 10.18 eV.

Positions of all 124 atoms, in Å:
C (18.955, 11.853, 9.021)
C (19.368, 11.044, 10.164)
O (20.583, 10.179, 9.954)
C (20.537, 9.157, 9.081)
C (21.824, 8.409, 8.971)
O (19.617, 8.836, 8.368)
H (19.848, 12.172, 8.419)
H (18.460, 12.774, 9.360)
H (18.248, 11.238, 8.347)
H (19.571, 11.708, 10.983)
H (18.526, 10.500, 10.504)
H (21.862, 7.770, 9.829)
H (22.691, 9.051, 9.031)
H (21.828, 7.987, 7.940)
C (14.448, 8.212, 9.130)
C (13.977, 7.672, 10.397)
O (15.085, 7.313, 11.375)
C (15.752, 8.353, 11.875)
C (16.886, 8.025, 12.817)
O (15.430, 9.455, 11.515)
H (15.159, 7.605, 8.580)
H (14.826, 9.233, 9.253)
H (13.560, 8.247, 8.489)
H (13.232, 8.416, 10.818)
H (13.425, 6.726, 10.310)
H (17.330, 7.002, 12.669)
H (16.418, 8.119, 13.791)
H (17.726, 8.680, 12.648)
C (12.709, 7.977, 14.297)
C (12.599, 9.514, 14.538)
O (13.190, 9.886, 15.790)
C (12.442, 10.201, 16.828)
C (13.200, 10.370, 18.063)
O (11.222, 10.400, 16.645)
H (13.627, 7.545, 14.667)
H (12.632, 7.812, 13.250)
H (11.895, 7.438, 14.757)
H (13.155, 10.069, 13.749)
H (11.556, 9.795, 14.458)
H (12.538, 10.227, 18.907)
H (13.543, 11.379, 18.071)
H (14.032, 9.693, 18.089)
C (20.266, 14.495, 15.969)
C (20.026, 14.602, 14.491)
O (21.291, 14.209, 13.876)
C (21.304, 13.987, 12.580)
C (22.668, 13.695, 12.062)
O (20.342, 14.174, 11.856)
H (19.338, 14.848, 16.464)
H (21.117, 15.117, 16.253)
H (20.461, 13.488, 16.253)
H (19.267, 13.968, 14.086)
H (19.714, 15.603, 14.131)
H (22.798, 12.617, 12.260)
H (23.388, 14.341, 12.535)
H (22.693, 13.886, 11.029)
O (13.004, 13.650, 12.598)
C (12.106, 13.813, 13.367)
C (11.144, 12.734, 13.844)
C (10.778, 13.293, 15.206)
C (10.681, 14.775, 14.803)
O (11.808, 15.029, 13.923)
H (10.282, 12.899, 13.242)
H (11.578, 11.763, 13.690)
H (9.863, 13.005, 15.775)
H (11.572, 13.213, 15.893)
H (9.810, 14.932, 14.188)
H (10.753, 15.451, 15.662)
O (13.586, 13.541, 16.631)
C (14.147, 14.548, 16.962)
C (13.945, 15.920, 16.388)
C (14.945, 16.848, 17.144)
C (15.690, 15.830, 18.094)
O (14.905, 14.649, 18.082)
H (14.004, 15.900, 15.321)
H (12.828, 16.232, 16.563)
H (15.671, 17.322, 16.430)
H (14.484, 17.612, 17.740)
H (16.728, 15.682, 17.893)
H (15.629, 16.175, 19.124)
O (17.096, 15.792, 15.140)
C (16.660, 16.047, 14.053)
C (16.952, 15.455, 12.701)
C (15.637, 15.703, 11.931)
C (15.200, 17.050, 12.526)
O (15.712, 17.045, 13.893)
H (17.763, 15.960, 12.163)
H (17.257, 14.447, 12.753)
H (15.720, 15.653, 10.855)
H (15.008, 14.869, 12.326)
H (15.689, 17.928, 12.095)
H (14.161, 17.341, 12.638)
O (22.491, 9.021, 12.343)
C (21.616, 9.432, 13.027)
C (20.584, 8.788, 13.844)
C (20.447, 9.569, 15.125)
C (20.843, 10.961, 14.601)
O (21.522, 10.789, 13.296)
H (19.657, 8.868, 13.225)
H (20.793, 7.670, 14.099)
H (19.476, 9.621, 15.627)
H (21.182, 9.289, 15.863)
H (19.969, 11.644, 14.457)
H (21.608, 11.375, 15.290)
C (13.519, 11.553, 10.402)
C (12.134, 10.935, 10.834)
C (10.832, 11.658, 10.457)
O (12.081, 9.898, 11.455)
H (13.530, 12.243, 9.592)
H (14.136, 10.691, 10.126)
H (13.951, 12.085, 11.267)
H (9.976, 10.977, 10.260)
H (10.919, 12.295, 9.642)
H (10.494, 12.254, 11.324)
C (16.855, 11.665, 16.100)
C (16.822, 11.929, 14.613)
C (15.416, 12.129, 14.028)
O (17.757, 12.087, 13.900)
H (16.186, 12.452, 16.607)
H (17.842, 11.666, 16.543)
H (16.315, 10.707, 16.361)
H (14.630, 11.619, 14.503)
H (15.470, 11.945, 12.935)
H (15.199, 13.183, 14.114)



Record 2
Molecular formula: C38H71N2O11S2
Method: DFT, the ωB97M-V functional and the def2-TZVPD basis

For the LUMO energy, the calculation gives 0.07963 Eh. The strongest force on any atom comes out at 5.657 eV/A. As for the net charge: -1. The value obtained for the HOMO energy is -5.6 eV. Its HOMO-LUMO gap is 7.78 eV.

Positions of all 124 atoms, in Å:
C (3.760, -5.644, 0.273)
N (2.335, -5.164, 0.234)
C (2.397, -3.738, -0.195)
S (1.399, -2.574, 0.861)
O (1.374, -3.015, 2.327)
O (2.176, -1.253, 0.857)
N (-0.147, -2.208, 0.227)
S (-1.161, -3.585, 0.172)
O (-0.982, -4.266, -1.193)
O (-0.862, -4.637, 1.215)
C (-2.945, -3.015, 0.185)
C (-3.832, -3.709, 1.327)
C (-5.218, -4.321, 0.785)
C (-5.296, -5.644, -0.059)
C (-6.653, -6.252, -0.548)
C (-7.975, -5.539, -0.173)
C (-7.969, -4.202, 0.644)
C (-6.574, -3.641, 1.101)
H (3.829, -6.798, 0.272)
H (4.336, -5.239, 1.190)
H (4.363, -5.307, -0.650)
H (1.877, -5.284, 1.148)
H (3.500, -3.401, -0.072)
H (2.162, -3.573, -1.312)
H (-2.930, -1.880, 0.409)
H (-3.437, -3.118, -0.840)
H (-4.121, -2.888, 2.086)
H (-3.314, -4.546, 1.901)
H (-4.340, -6.196, -0.330)
H (-6.663, -7.234, -1.149)
H (-8.976, -5.977, -0.507)
H (-8.950, -3.659, 0.907)
H (-6.592, -2.665, 1.703)
C (-3.820, 2.644, 0.655)
C (-5.118, 2.316, -0.051)
C (-4.901, 0.870, -0.453)
O (-4.043, 0.289, 0.538)
C (-3.504, 1.337, 1.354)
H (-3.895, 3.488, 1.343)
H (-3.044, 2.871, -0.083)
H (-5.952, 2.387, 0.655)
H (-5.333, 2.967, -0.900)
H (-4.392, 0.798, -1.421)
H (-5.834, 0.305, -0.507)
H (-3.991, 1.283, 2.334)
H (-2.431, 1.183, 1.489)
C (5.945, 1.621, -1.587)
C (4.951, 1.318, -0.490)
C (4.934, -0.196, -0.487)
O (6.243, -0.626, -0.901)
C (6.957, 0.505, -1.414)
H (6.391, 2.615, -1.514)
H (5.457, 1.534, -2.564)
H (5.331, 1.690, 0.468)
H (3.965, 1.755, -0.658)
H (4.209, -0.587, -1.209)
H (4.704, -0.611, 0.496)
H (7.726, 0.777, -0.682)
H (7.450, 0.235, -2.352)
C (0.297, 3.120, -3.669)
C (0.696, 1.717, -3.266)
C (2.144, 1.662, -3.708)
O (2.662, 2.997, -3.602)
C (1.568, 3.899, -3.394)
H (-0.566, 3.505, -3.123)
H (0.065, 3.147, -4.739)
H (0.633, 1.611, -2.178)
H (0.082, 0.937, -3.720)
H (2.229, 1.353, -4.756)
H (2.744, 0.986, -3.095)
H (1.608, 4.239, -2.353)
H (1.677, 4.768, -4.049)
C (-4.043, -7.025, -5.465)
C (-2.986, -7.148, -4.391)
C (-3.269, -5.934, -3.530)
O (-4.679, -5.678, -3.625)
C (-5.220, -6.472, -4.687)
H (-4.270, -7.967, -5.968)
H (-3.721, -6.302, -6.222)
H (-3.150, -8.063, -3.812)
H (-1.965, -7.168, -4.778)
H (-2.742, -5.050, -3.903)
H (-2.993, -6.087, -2.484)
H (-5.812, -7.277, -4.236)
H (-5.881, -5.858, -5.304)
C (-2.004, 3.196, 5.858)
C (-1.221, 1.951, 5.502)
C (-2.240, 0.857, 5.749)
O (-3.530, 1.424, 5.483)
C (-3.393, 2.846, 5.362)
H (-1.608, 4.108, 5.407)
H (-2.016, 3.329, 6.945)
H (-0.948, 1.975, 4.442)
H (-0.308, 1.824, 6.086)
H (-2.226, 0.528, 6.794)
H (-2.083, -0.014, 5.108)
H (-3.513, 3.105, 4.304)
H (-4.181, 3.342, 5.935)
C (4.552, 5.950, -4.259)
C (6.023, 6.222, -4.036)
C (6.035, 7.720, -3.801)
O (4.780, 8.054, -3.194)
C (3.903, 6.923, -3.295)
H (4.264, 4.914, -4.076)
H (4.279, 6.206, -5.288)
H (6.365, 5.699, -3.137)
H (6.658, 5.916, -4.870)
H (6.108, 8.270, -4.745)
H (6.853, 8.036, -3.149)
H (3.804, 6.486, -2.296)
H (2.916, 7.252, -3.630)
C (3.697, 3.380, 6.884)
C (4.412, 2.896, 5.643)
C (3.269, 2.749, 4.658)
O (2.285, 3.731, 5.015)
C (2.619, 4.272, 6.299)
H (4.346, 3.903, 7.589)
H (3.239, 2.532, 7.403)
H (5.110, 3.664, 5.293)
H (4.970, 1.970, 5.790)
H (2.802, 1.762, 4.736)
H (3.585, 2.904, 3.624)
H (2.988, 5.292, 6.147)
H (1.724, 4.314, 6.924)



Record 3
Molecular formula: C38H72Br2F6NiO18S7
Method: DFT, the ωB97M-V functional and the def2-TZVPD basis

For the LUMO energy (spin up / spin down), the calculation gives -0.00517 / -0.04805 Eh. The strongest force on any atom comes out at 4.776 eV/A. The value obtained for the HOMO energy (spin up / spin down) is -9.2 / -9.2 eV. As for the spin multiplicity: 3. Its HOMO-LUMO gap (spin up / spin down) is 9.11 / 7.88 eV.

Positions of all 144 atoms, in Å:
Ni (-13.218, -27.097, -10.071)
C (-10.619, -26.145, -8.408)
O (-11.363, -24.930, -8.577)
O (-11.479, -27.146, -8.799)
C (-9.072, -26.125, -8.714)
F (-8.522, -27.149, -8.187)
F (-8.946, -26.280, -10.048)
F (-8.415, -25.045, -8.333)
C (-11.141, -23.933, -7.596)
C (-12.079, -22.793, -7.771)
H (-11.874, -22.401, -8.767)
H (-13.118, -23.121, -7.807)
H (-12.001, -22.006, -7.020)
H (-10.158, -23.469, -7.672)
H (-11.296, -24.243, -6.563)
H (-10.553, -26.184, -7.321)
C (-11.572, -28.030, -13.006)
O (-10.541, -27.048, -12.918)
O (-12.429, -27.806, -11.923)
C (-12.067, -28.258, -14.491)
F (-12.246, -27.151, -15.208)
F (-11.218, -29.026, -15.187)
F (-13.317, -28.843, -14.590)
C (-9.459, -27.019, -13.859)
C (-8.367, -26.166, -13.160)
H (-7.682, -26.793, -12.590)
H (-7.661, -25.638, -13.802)
H (-8.798, -25.426, -12.485)
H (-9.772, -26.586, -14.809)
H (-8.990, -27.994, -13.994)
H (-11.045, -28.975, -12.871)
C (-13.554, -31.384, -13.420)
C (-15.017, -31.657, -13.544)
C (-15.435, -32.460, -12.358)
S (-13.943, -33.215, -11.556)
O (-14.151, -34.638, -11.425)
O (-13.547, -32.361, -10.415)
C (-12.938, -32.706, -12.978)
H (-13.294, -30.549, -12.770)
H (-13.055, -31.163, -14.363)
H (-15.191, -32.079, -14.533)
H (-15.420, -30.646, -13.597)
H (-16.040, -33.321, -12.643)
H (-15.929, -31.887, -11.573)
H (-12.981, -33.461, -13.764)
H (-11.898, -32.851, -12.685)
C (-9.803, -31.497, -15.018)
C (-8.887, -30.589, -15.920)
C (-8.134, -31.506, -16.894)
S (-7.748, -33.046, -15.971)
O (-6.379, -33.064, -15.423)
O (-8.331, -34.150, -16.734)
C (-8.852, -32.583, -14.564)
H (-10.570, -31.984, -15.620)
H (-10.214, -30.942, -14.175)
H (-8.245, -30.038, -15.232)
H (-9.535, -29.958, -16.527)
H (-7.238, -31.084, -17.349)
H (-8.884, -31.825, -17.619)
H (-8.106, -32.078, -13.951)
H (-9.327, -33.452, -14.108)
C (-11.161, -22.719, -12.849)
C (-11.970, -23.574, -13.825)
C (-13.296, -24.129, -13.144)
S (-12.981, -23.813, -11.358)
O (-13.201, -25.080, -10.655)
O (-13.668, -22.554, -11.027)
C (-11.208, -23.546, -11.537)
H (-11.573, -21.721, -12.698)
H (-10.156, -22.623, -13.260)
H (-11.357, -24.405, -14.173)
H (-12.340, -23.062, -14.713)
H (-13.407, -25.185, -13.390)
H (-14.256, -23.687, -13.409)
H (-10.805, -24.554, -11.444)
H (-10.827, -23.002, -10.673)
C (-7.901, -22.671, -10.877)
C (-8.548, -21.833, -9.704)
C (-7.388, -21.583, -8.748)
S (-5.875, -21.326, -9.795)
O (-4.901, -22.255, -9.322)
O (-5.517, -19.926, -9.932)
C (-6.678, -21.959, -11.331)
H (-8.637, -22.644, -11.681)
H (-7.748, -23.649, -10.421)
H (-9.360, -22.415, -9.267)
H (-9.056, -20.907, -9.972)
H (-7.410, -22.528, -8.205)
H (-7.525, -20.789, -8.014)
H (-5.905, -22.469, -11.907)
H (-7.045, -21.211, -12.034)
C (-4.447, -25.224, -9.620)
C (-3.605, -26.469, -9.206)
C (-3.145, -27.228, -10.460)
S (-4.473, -27.057, -11.742)
O (-5.190, -28.365, -11.845)
O (-3.827, -26.440, -12.916)
C (-5.385, -25.745, -10.771)
H (-3.945, -24.341, -10.015)
H (-5.108, -24.904, -8.814)
H (-4.333, -26.994, -8.588)
H (-2.740, -26.208, -8.595)
H (-2.859, -28.271, -10.331)
H (-2.209, -26.739, -10.731)
H (-6.238, -26.258, -10.326)
H (-5.909, -25.021, -11.394)
C (-16.020, -26.677, -13.963)
C (-16.591, -27.997, -13.990)
C (-16.473, -28.593, -12.546)
S (-16.551, -27.114, -11.432)
O (-15.209, -26.902, -10.863)
O (-17.786, -27.105, -10.593)
C (-16.633, -25.869, -12.837)
H (-16.112, -26.219, -14.948)
H (-14.935, -26.612, -13.885)
H (-16.216, -28.650, -14.778)
H (-17.634, -27.896, -14.290)
H (-15.429, -28.869, -12.401)
H (-17.096, -29.427, -12.222)
H (-16.266, -24.895, -12.512)
H (-17.687, -25.763, -13.093)
C (-7.633, -30.615, -8.888)
C (-7.535, -29.743, -10.123)
C (-8.959, -29.493, -10.588)
S (-9.758, -31.184, -10.346)
O (-9.792, -31.912, -11.631)
O (-11.053, -30.958, -9.588)
C (-8.479, -31.806, -9.228)
H (-7.975, -30.106, -7.986)
H (-6.628, -30.956, -8.635)
H (-6.925, -30.253, -10.868)
H (-7.065, -28.795, -9.859)
H (-9.136, -29.016, -11.552)
H (-9.348, -28.881, -9.774)
H (-7.977, -32.510, -9.892)
H (-8.953, -32.311, -8.386)
Br (-7.073, -27.432, -16.642)
C (-5.685, -26.031, -16.971)
C (-4.937, -25.665, -15.645)
Br (-3.441, -24.400, -15.780)
H (-6.252, -25.187, -17.364)
H (-5.024, -26.385, -17.762)
H (-4.517, -26.586, -15.238)
H (-5.635, -25.328, -14.878)



Which formula does entry 1 have?
C38H68O18